1.
Here is an isolated ion of composition C5H8N and charge +1 in a non-equilibrium geometry from OMol25. Energies are from ωB97M-V with the def2-TZVPD basis set.

Output
Total charge: +1
Lowest unoccupied orbital energy (eV): -5.00
F_max (eV/A): 8.1
SMILES: C#C[N@@H+](C)C=C

The geometry in XYZ format:
```
14
C5H8N ωB97M-V with the def2-TZVPD basis set
C 2.820 0.693 0.122
C 1.724 0.212 0.020
C -1.612 1.541 -0.246
C -0.816 0.642 0.358
C -0.256 -1.683 0.021
N 0.052 -0.338 -0.209
H 3.655 1.148 0.579
H -2.221 2.244 0.365
H -1.727 1.706 -1.276
H -0.766 0.520 1.527
H 0.357 -2.308 -0.798
H 0.035 -2.228 0.965
H -1.321 -1.886 -0.089
H 0.077 -0.263 -1.337
```

In elementary charge units, the Löwdin charges are: C 0.134; C 0.076; C 0.116; C -0.181; C -0.074; N -0.136; H 0.054; H 0.106; H 0.063; H 0.180; H 0.165; H 0.134; H 0.117; H 0.245


2.
Here is an isolated ion of composition C4H10N2O and charge +1 in a non-equilibrium geometry from OMol25. Energies are from ωB97M-V with the def2-TZVPD basis set.

Output
Total charge: +1
Expectation value of S²: 0.7590
Spin multiplicity: 2
Lowest unoccupied orbital energy (spin up / spin down) (eV): -3.33 / -8.76
F_max (eV/A): 2.0

The geometry in XYZ format:
```
17
C4H10N2O ωB97M-V with the def2-TZVPD basis set
N 0.205 0.874 1.201
C 0.002 0.284 -0.050
C 0.882 -0.978 -0.404
C 2.332 -0.762 -0.025
O 3.207 -0.856 -0.821
C -1.478 -0.179 -0.453
N -2.466 0.794 -0.066
H 1.018 1.474 1.260
H 0.167 0.246 1.984
H 0.338 1.006 -0.790
H 0.760 -1.254 -1.450
H 0.503 -1.798 0.225
H 2.528 -0.440 1.017
H -1.459 -0.120 -1.535
H -1.674 -1.152 -0.011
H -2.597 1.468 -0.819
H -2.269 1.392 0.736
```

In elementary charge units, the Löwdin charges are: N 0.138; C -0.327; C -0.070; C -0.242; O 0.152; C -0.137; N 0.158; H 0.127; H 0.120; H 0.155; H 0.138; H 0.136; H 0.138; H 0.135; H 0.135; H 0.124; H 0.121


3.
Here is a 2-piece molecular cluster, C6H14O2 overall in a non-equilibrium geometry from OMol25. Energies are from ωB97M-V with the def2-TZVPD basis set.

Output
Total charge: 0
Lowest unoccupied orbital energy (eV): 0.63
F_max (eV/A): 2.5
SMILES: C=C(C)CCCO.O

The geometry in XYZ format:
```
22
C6H14O2 ωB97M-V with the def2-TZVPD basis set
C -1.400 1.190 -0.974
O -2.697 1.039 -0.316
C -0.854 -0.209 -1.221
C 0.050 -0.632 -0.037
C 1.474 -0.189 -0.144
C 2.081 0.459 0.847
C 2.246 -0.449 -1.393
H -1.692 1.690 -1.895
H -0.812 1.824 -0.312
H -2.581 1.003 0.639
H -0.321 -0.220 -2.174
H -1.609 -0.988 -1.294
H 0.066 -1.728 -0.008
H -0.446 -0.361 0.894
H 1.841 0.489 1.907
H 3.145 0.697 0.809
H 3.225 0.016 -1.455
H 2.235 -1.493 -1.701
H 1.803 0.027 -2.258
H -1.697 -0.775 4.111
H -2.138 -1.054 2.685
O -1.919 -0.337 3.288
```

In elementary charge units, the Löwdin charges are: C -0.215; O -0.100; C -0.172; C -0.177; C -0.373; C 0.034; C -0.072; H 0.112; H 0.121; H 0.062; H 0.097; H 0.112; H 0.118; H 0.096; H 0.062; H 0.056; H 0.079; H 0.089; H 0.063; H 0.034; H 0.032; O -0.057


4.
Here is one molecule with the formula C4H6ClF in a non-equilibrium geometry from OMol25. Energies are from ωB97M-V with the def2-TZVPD basis set.

Output
Total charge: 0
Lowest unoccupied orbital energy (eV): 1.02
F_max (eV/A): 3.2
SMILES: F[C@H](Cl)C1CC1

The geometry in XYZ format:
```
12
C4H6ClF ωB97M-V with the def2-TZVPD basis set
C 1.359 0.520 0.285
C -0.026 0.546 -0.299
C -0.760 -0.785 -0.720
C -1.129 -0.030 0.594
H 1.185 0.556 1.347
H -0.337 1.377 -0.938
H -0.081 -1.656 -0.506
H -1.481 -0.879 -1.520
H -0.956 -0.586 1.506
H -2.096 0.447 0.574
F 2.050 1.535 -0.308
Cl 2.272 -1.045 -0.014
```

In elementary charge units, the Löwdin charges are: C -0.643; C -0.271; C -0.110; C -0.124; H 0.099; H 0.140; H 0.058; H 0.087; H 0.098; H 0.088; F -0.026; Cl 0.605